[1]
{"formula": "H15NO6", "method": "wB97M-V/def2-TZVPD", "multiplicity": 2, "de_lowest_kcal_mol": 11.1, "e_tot_ev": -14018.37184, "gap_ha": [0.102, 0.377], "s_squared": 0.751, "homo_energy_ev": [0.75, -6.93], "e_lumo_ev": [3.51, 3.32], "charge": -1, "species": ["N", "H", "H", "H", "H", "H", "O", "H", "H", "O", "H", "H", "O", "H", "H", "O", "H", "H", "O", "H", "H", "O"], "xyz": [[0.77, -0.06, -2.38], [1.75, -0.42, -2.34], [0.75, 0.78, -1.75], [0.65, 0.27, -3.33], [0.32, -2.61, 1.49], [1.26, -3.02, 0.41], [0.42, -3.24, 0.76], [-2.64, -0.57, -0.05], [-4.00, -0.81, 0.62], [-3.40, -0.10, 0.35], [0.45, 2.19, 1.29], [1.39, 2.68, 0.16], [1.38, 2.45, 1.11], [3.12, -0.32, 1.85], [3.03, 0.65, 0.68], [2.94, -0.27, 0.87], [-2.08, 1.28, 0.89], [-1.96, 2.75, 1.19], [-1.44, 2.00, 1.10], [-0.91, -0.98, -1.70], [-0.50, -1.36, -0.34], [-1.28, -1.27, -0.86]]}

[2]
{"formula": "C5H8N2", "method": "wB97M-V/def2-TZVPD", "de_lowest_kcal_mol": 121.7, "e_tot_ev": -8289.71704, "gap_ha": [0.282, 0.291], "homo_energy_ev": [-8.79, -9.05], "e_lumo_ev": [-1.11, -1.12], "species": ["C", "C", "C", "N", "C", "C", "N", "H", "H", "H", "H", "H", "H", "H", "H"], "xyz": [[-0.84, 1.44, 0.11], [-0.12, 0.09, 0.11], [-1.06, -1.07, 0.40], [0.63, -0.14, -1.15], [1.19, 0.16, 0.89], [1.95, -0.27, -0.69], [3.04, -0.72, -0.73], [-1.34, 1.60, 1.07], [-1.60, 1.46, -0.68], [-0.13, 2.26, -0.05], [-1.90, -1.09, -0.30], [-0.53, -2.02, 0.32], [-1.46, -0.98, 1.41], [0.56, 0.63, -1.81], [1.31, -0.69, 1.58]]}

[3]
{"formula": "C3H2N2O3", "method": "wB97M-V/def2-TZVPD", "de_lowest_kcal_mol": 138.9, "e_tot_ev": -12260.96041, "gap_ha": 0.342, "homo_energy_ev": -10.22, "smiles": "O=Cn1ncc(=O)o1", "e_lumo_ev": -0.92, "species": ["C", "C", "C", "H", "H", "N", "N", "O", "O", "O"], "xyz": [[-2.01, -0.05, -0.12], [1.33, 0.76, 0.03], [1.47, -0.69, -0.03], [-2.31, 0.88, -0.15], [2.04, 1.70, -0.47], [-0.62, -0.19, 0.52], [0.05, 1.08, 0.14], [-2.78, -1.07, -0.21], [2.60, -1.20, -0.20], [0.23, -1.22, 0.48]]}

[4]
{"formula": "C3H3HgO4", "method": "wB97M-V/def2-TZVPD", "multiplicity": 2, "de_lowest_kcal_mol": 1.3, "e_tot_ev": -15522.13916, "gap_ha": [0.301, 0.302], "s_squared": 0.754, "homo_energy_ev": [-7.80, -9.58], "e_lumo_ev": [0.39, -1.37], "species": ["O", "C", "C", "O", "Hg", "H", "H", "H", "O", "C", "O"], "xyz": [[0.69, 2.10, -1.35], [-0.42, 1.91, -1.82], [-1.16, 0.62, -1.59], [-0.44, -0.28, -0.86], [1.56, 0.29, -0.25], [-0.93, 2.70, -2.42], [-1.44, 0.26, -2.61], [-2.13, 0.92, -1.13], [0.61, -0.56, 1.83], [-0.54, -0.81, 1.71], [-1.65, -0.89, 2.08]]}